Computed, not measured: a cluster of 7 separate species, C26H72N6O8 in total in a non-equilibrium geometry, with ωB97M-V/def2-TZVPD.

CARTESIAN COORDINATES (ANGSTROEM)
O  -12.531  -16.496  -11.226
O  -3.616  -15.636  -15.529
O  -9.221  -15.912  -16.936
O  -8.536  -23.490  -11.584
O  -7.023  -22.044  -6.126
O  -6.467  -18.262  -13.784
O  -2.246  -20.244  -15.672
O  -8.363  -19.221  -11.625
N  -10.480  -21.379  -11.629
N  -4.284  -21.914  -14.932
N  -10.129  -18.569  -9.245
N  -9.004  -17.532  -14.648
N  -9.845  -22.547  -8.410
N  -5.510  -13.911  -12.946
C  -3.434  -14.896  -12.560
C  -7.092  -23.727  -11.669
C  -6.944  -21.533  -4.768
C  -3.735  -21.043  -13.932
C  -8.843  -15.030  -17.961
C  -9.345  -16.138  -14.534
C  -10.429  -16.061  -9.326
C  -11.422  -22.357  -13.697
C  -0.972  -20.249  -16.278
C  -8.358  -21.906  -6.613
C  -10.619  -22.623  -12.441
C  -8.676  -15.440  -15.682
C  -3.855  -16.433  -16.627
C  -8.465  -22.535  -7.996
C  -6.188  -18.839  -12.573
C  -11.573  -17.513  -10.948
C  -7.108  -18.490  -11.424
C  -4.755  -15.346  -14.702
C  -11.046  -17.407  -9.533
C  -3.799  -21.606  -12.496
C  -2.248  -20.889  -14.407
C  -4.337  -14.317  -13.640
C  -8.782  -15.704  -13.169
C  -9.181  -23.214  -12.789
C  -7.587  -21.679  -8.905
C  -13.027  -16.680  -12.522
H  -3.011  -14.083  -12.001
H  -8.922  -19.033  -10.824
H  -2.591  -15.478  -12.934
H  -4.329  -21.415  -15.816
H  -9.063  -22.405  -5.887
H  -9.083  -14.664  -12.929
H  -4.504  -15.887  -17.313
H  -9.249  -17.918  -15.576
H  -9.440  -18.085  -13.933
H  -4.019  -15.569  -11.937
H  -4.276  -17.366  -16.293
H  -0.961  -19.505  -17.059
H  -5.120  -16.319  -14.239
H  -13.193  -17.704  -12.739
H  -9.527  -15.946  -9.979
H  -8.738  -22.329  -13.246
H  -9.444  -14.036  -17.831
H  -7.364  -17.959  -14.008
H  -10.786  -17.624  -11.741
H  -10.832  -21.653  -14.349
H  -6.617  -18.883  -10.523
H  -13.977  -16.221  -12.756
H  -5.156  -18.495  -12.371
H  -8.057  -20.723  -9.108
H  -5.999  -21.935  -4.374
H  -3.854  -13.498  -14.145
H  -0.826  -21.162  -16.769
H  -3.319  -22.582  -12.521
H  -9.428  -18.176  -8.618
H  -7.741  -21.847  -4.065
H  -7.609  -15.601  -15.680
H  -9.099  -16.380  -12.385
H  -7.701  -15.802  -13.142
H  -7.289  -17.410  -11.353
H  -5.212  -22.185  -14.629
H  -7.710  -14.892  -17.994
H  -8.669  -20.863  -6.649
H  -9.862  -20.746  -12.176
H  -9.941  -21.468  -10.774
H  -11.134  -15.220  -9.442
H  -5.598  -14.968  -15.317
H  -6.348  -13.889  -13.527
H  -12.013  -18.519  -11.105
H  -1.652  -20.287  -13.725
H  -6.696  -21.478  -8.275
H  -9.273  -15.398  -18.920
H  -4.132  -20.023  -13.999
H  -9.943  -22.952  -9.320
H  -12.345  -21.706  -13.487
H  -9.159  -24.095  -13.467
H  -6.814  -20.398  -4.721
H  -6.831  -23.822  -10.633
H  -10.266  -16.048  -8.219
H  -6.258  -19.952  -12.717
H  -12.324  -16.312  -13.302
H  -2.865  -16.547  -17.131
H  -8.119  -23.550  -7.926
H  -6.576  -22.881  -12.136
H  -1.908  -21.902  -14.475
H  -11.872  -17.461  -8.897
H  -7.294  -22.204  -9.821
H  -10.374  -23.204  -7.828
H  -3.184  -20.961  -11.908
H  -11.827  -23.203  -14.294
H  -11.028  -23.489  -11.876
H  -10.396  -15.905  -14.563
H  -4.759  -21.690  -11.988
H  -5.626  -14.536  -12.163
H  -8.678  -14.342  -15.609
H  -10.603  -19.450  -8.927
H  -0.061  -20.055  -15.606
H  -6.912  -24.642  -12.153

- LUMO level (eV) = 0.6799
- HOMO (eV) = -9.0
- total energy (Ha) = -1964.0738
- energy relative to the best compared isomer or geometry (same formula, charge and spin) (eV) = 1.991
- total charge = 0